DFT (the ωB97M-V functional and the def2-TZVPD basis) results for a 2-piece molecular cluster, C4H13N2O overall at a distorted geometry.

Output
- HOMO energy: -12.2 eV
- Orbital gap: 0.334 Ha
- Relative energy (zero: lowest compared OMol25 entry of this formula, charge and spin): 2.3108 eV
- Lowest unoccupied orbital energy: -3.123 eV

Structure (ORCA input):
```
! wB97M-V def2-TZVPD RIJCOSX def2/J DEFGRID3
* xyz 1 1
C -0.99772 0.50240 -0.32009
C 0.06707 0.50621 -1.50219
C 1.32509 -0.13393 -0.92653
C 1.43427 -1.46115 -0.63640
N 2.19013 0.77391 -0.40139
N -0.63838 1.18613 0.97314
H -1.26837 -0.53428 -0.18182
H -1.91099 1.01002 -0.68913
H 0.37384 1.43579 -1.91937
H -0.32856 -0.15855 -2.30380
H 2.42295 -1.98822 -0.52137
H 0.62204 -2.18591 -0.87475
H 3.08153 0.28887 0.03375
H 2.54102 1.41116 -1.05042
H 0.40752 1.45592 0.85079
H -0.82210 0.63531 1.78207
H -1.16901 2.06752 1.10735
H -3.20729 -1.71523 2.01467
H -1.74478 -1.88305 2.47179
O -2.37827 -1.21293 2.09371
*
```

DFT (the ωB97M-V functional and the def2-TZVPD basis) results for C24H21N4O3SSeTi as an isolated structure at a distorted geometry.

Output
- HOMO energy (alpha / beta): -8.0 / -10.9 eV
- Orbital gap (alpha / beta): 0.178 / 0.275 Ha
- Relative energy (zero: lowest compared OMol25 entry of this formula, charge and spin): 0.5043 eV
- Lowest unoccupied orbital energy (alpha / beta): -3.174 / -3.425 eV

Structure (ORCA input):
```
! wB97M-V def2-TZVPD RIJCOSX def2/J DEFGRID3
* xyz 1 3
Ti -0.13056 0.01033 0.17211
Se -7.69988 -0.72625 -0.73353
N -6.54014 0.55411 -1.21854
C -5.36312 0.11951 -0.88336
C -4.12489 0.90056 -1.11359
C -4.12093 2.12910 -1.70537
C -2.88511 2.78302 -1.91100
C -1.74114 2.17673 -1.50184
N -1.71142 0.96131 -0.88078
C -2.90808 0.31851 -0.70547
C -2.84733 -0.96798 -0.10535
N -1.59115 -1.41562 0.22979
C -1.48843 -2.67979 0.76313
C -2.56059 -3.47506 0.99132
C -3.85445 -3.00354 0.66422
C -3.98734 -1.76223 0.11521
C -5.29651 -1.19226 -0.28083
N -6.41910 -1.82650 -0.12545
H -5.05544 2.57633 -2.01963
H -2.83487 3.74880 -2.39258
H -0.77593 2.63529 -1.66517
H -0.48430 -3.00429 0.99427
H -2.41071 -4.45642 1.41800
H -4.73335 -3.61287 0.83080
C 2.88153 -2.19727 2.06942
C 1.79252 -1.19409 1.94984
O 1.24803 -1.07038 0.81057
C 1.32556 -0.38180 3.04690
C 1.92547 -0.56994 4.31608
C 1.52442 0.14015 5.41422
C 0.48796 1.07910 5.27740
C -0.11722 1.29462 4.06357
C 0.29506 0.57544 2.94007
O -0.32874 0.83560 1.78232
H 3.07106 -2.65109 1.10119
H 2.61012 -2.98384 2.77809
H 3.80610 -1.74392 2.43351
H 2.71711 -1.29974 4.42405
H 1.99536 -0.02646 6.37356
H 0.15696 1.64148 6.14235
H -0.91668 2.01276 3.94845
O 1.21148 1.19637 -0.89163
S 1.92137 2.31339 -0.05801
C 1.97976 3.76304 -1.10467
C 3.40692 4.28520 -0.96709
C 4.30164 3.05463 -1.10619
C 3.69767 1.99261 -0.18240
H 1.19264 4.45076 -0.80447
H 1.77698 3.37403 -2.10647
H 3.55144 4.75016 0.01186
H 3.60483 5.05055 -1.71536
H 5.33435 3.26053 -0.83159
H 4.30127 2.69684 -2.13636
H 4.08872 2.04475 0.83371
H 3.77030 0.96352 -0.53572
*
```

DFT (the ωB97M-V functional and the def2-TZVPD basis) results for a 2-piece molecular cluster, C23H34ClFNO4P2S overall.

Output
- HOMO energy: -11.6 eV
- Orbital gap: 0.266 Ha
- Lowest unoccupied orbital energy: -4.362 eV

Structure (ORCA input):
```
! wB97M-V def2-TZVPD RIJCOSX def2/J DEFGRID3
* xyz 1 1
C 5.52171 -0.41566 2.15054
C 4.27078 0.44731 2.34176
C 3.87466 1.18017 1.06399
F 4.33163 2.48110 1.05696
N 2.41651 1.28723 0.76520
C 1.53412 1.78649 1.56386
S 1.86964 2.41148 3.17793
C 0.15523 1.66083 1.03648
C -0.80616 2.80543 1.39137
C -1.48004 2.57702 2.73222
O -1.44919 3.35452 3.64323
C 0.33901 1.27794 -0.44587
Cl 0.12647 2.82494 -1.41192
C -0.77378 0.32391 -0.96490
C -1.43738 -0.52215 0.10249
C -0.88214 -1.67689 0.64392
C -1.54376 -2.36642 1.64939
C -2.77078 -1.92464 2.11545
C -3.36958 -0.79184 1.56661
C -4.72963 -0.34364 2.02672
C -2.68280 -0.10600 0.57041
C 1.85867 0.82489 -0.55221
P 2.80122 1.80488 -1.86822
O 2.35147 1.52444 -3.24247
P 2.11439 -1.00838 -1.00081
C 2.64956 -1.83556 0.55213
C 3.61722 -1.13471 -2.03771
H 6.42186 0.16662 2.33498
H 5.51835 -1.23611 2.86675
H 5.58319 -0.85628 1.15558
H 4.49245 1.22368 3.07387
H 3.43069 -0.11298 2.74747
H 4.29536 0.66052 0.20414
H 2.21414 3.62977 2.73515
H -0.22413 0.77512 1.58127
H -1.60842 2.81182 0.64967
H -0.30676 3.77289 1.40208
H -2.04014 1.62244 2.80219
H -0.40508 -0.26598 -1.80211
H -1.55621 0.97195 -1.35974
H 0.04750 -2.06580 0.26719
H -1.11240 -3.26496 2.07083
H -3.28422 -2.46728 2.89939
H -5.48894 -1.01542 1.62150
H -4.80433 -0.39910 3.11224
H -4.95667 0.66492 1.68736
H -3.13805 0.78150 0.14134
H 2.72743 3.12825 -1.42243
H 4.13419 1.46288 -1.60933
H 2.20688 -1.40115 1.44555
H 2.27110 -2.85652 0.47525
H 3.73311 -1.89099 0.64145
H 3.88425 -2.19303 -2.04339
H 3.35250 -0.84569 -3.05355
H 4.49242 -0.56866 -1.71754
O -2.29557 -2.78378 -2.01453
C -3.13267 -2.17335 -2.61236
O -4.32272 -1.85230 -2.05474
C -5.17579 -1.21194 -3.02268
C -4.22846 -0.64571 -4.07513
C -3.08541 -1.65926 -4.03949
H -5.85088 -1.96447 -3.43359
H -5.76330 -0.45430 -2.51053
H -4.69681 -0.53065 -5.04949
H -3.86522 0.33326 -3.75766
H -3.26032 -2.50420 -4.70727
H -2.10993 -1.23239 -4.25628
*
```

DFT (the ωB97M-V functional and the def2-TZVPD basis) results for a 7-piece molecular cluster, C14H18Cl12F5NO3P overall at a distorted geometry.

Output
- HOMO energy: -5.3 eV
- Orbital gap: 0.259 Ha
- Lowest unoccupied orbital energy: 1.711 eV

Structure (ORCA input):
```
! wB97M-V def2-TZVPD RIJCOSX def2/J DEFGRID3
* xyz -1 1
O 2.80287 -4.11595 -0.73539
P 3.47250 -3.30759 0.31649
O 3.44252 -4.13839 1.72033
O 5.05285 -3.18856 -0.06469
N 2.84636 -1.86582 0.64004
C 2.50646 -1.13457 -0.48473
F 2.28468 0.19248 -0.05630
F 3.50694 -1.03639 -1.44486
C 1.16971 -1.54898 -1.14472
C 0.93147 -1.29586 -2.47127
C -0.27481 -1.72199 -3.01533
C -1.17450 -2.37818 -2.23143
C -0.93922 -2.62724 -0.89382
C -1.92904 -3.36748 -0.03107
F -1.33984 -3.85326 1.07644
F -2.91437 -2.52920 0.38296
F -2.48282 -4.40899 -0.67840
C 0.25614 -2.20146 -0.35262
H 2.50237 -4.20686 1.92990
H 5.17749 -3.68683 -0.88263
H 1.68524 -0.77328 -3.05137
H -0.44883 -1.52894 -4.07129
H -2.11280 -2.71644 -2.67303
H 0.46468 -2.38917 0.69266
C -6.15940 -0.88231 0.64966
Cl -5.25799 0.30053 -0.30137
Cl -6.90263 -0.13736 2.07335
H -6.94006 -1.30742 0.02922
H -5.47548 -1.65874 0.97518
C -5.23405 3.63394 1.03589
Cl -6.30194 4.68548 1.97726
Cl -3.53326 3.95655 1.39482
H -5.45442 2.60155 1.28004
H -5.41120 3.81079 -0.02009
C -7.51522 4.38510 5.87463
Cl -6.90191 4.48203 7.53040
Cl -7.77912 2.71315 5.37209
H -8.45768 4.91822 5.82047
H -6.79068 4.83796 5.20649
C 7.55030 -1.20412 0.06224
Cl 7.27249 -0.95080 -1.66298
Cl 9.20757 -1.75567 0.37721
H 7.38824 -0.26681 0.58174
H 6.85138 -1.95556 0.41555
C -4.22368 6.94290 -0.39565
Cl -2.94542 7.82345 -1.24085
Cl -5.79451 7.17163 -1.18036
H -3.98134 5.88637 -0.39822
H -4.28500 7.30605 0.62386
C 10.55574 -1.01649 -3.58134
Cl 10.40128 -0.69798 -5.31593
Cl 11.50233 -2.47783 -3.27291
H 11.05394 -0.17398 -3.11565
H 9.56591 -1.14456 -3.15929
*
```

DFT (the ωB97M-V functional and the def2-TZVPD basis) results for C5H10O as an isolated structure at a distorted geometry.

Output
- HOMO energy: -9.7 eV
- Orbital gap: 0.391 Ha
- Relative energy (zero: lowest compared OMol25 entry of this formula, charge and spin): 1.9409 eV
- Lowest unoccupied orbital energy: 0.911 eV

Structure (ORCA input):
```
! wB97M-V def2-TZVPD RIJCOSX def2/J DEFGRID3
* xyz 0 1
O 0.84825 -0.04291 1.69206
C 1.06185 -0.11860 0.28285
C 0.48850 1.15834 -0.28410
C -1.00529 1.12867 -0.06208
C -1.27932 -0.73701 -0.51054
C 0.10835 -1.40236 -0.37272
H 1.64312 -0.28939 2.17969
H 2.15525 -0.10335 0.08063
H 1.13623 1.86093 0.25834
H 0.70134 1.25042 -1.35631
H -1.53242 1.93786 -0.63155
H -1.28385 1.24822 0.99675
H -2.01315 -1.11136 0.21423
H -1.69891 -0.76145 -1.52674
H 0.16387 -2.21447 0.37375
H 0.50619 -1.80353 -1.33426
*
```

| no. | calculated total energy (eV) |
| --- | --- |
| 1 | -9379.273 |
| 2 | -136625.805 |
| 3 | -78728.693 |
| 4 | -195594.354 |
| 5 | -7392.824 |